Entry 1:
Molecular formula: C24H31CsN6O2S2
Method: DFT, ωB97M-V with the def2-TZVPD basis set

Cartesian coordinates (Å):
C: 2.45 3.13 2.78
H: -2.22 2.16 -1.59
H: -4.44 3.26 -1.54
O: -1.72 -2.98 1.99
Cs: 0.47 1.12 0.67
C: -1.47 -3.62 -0.91
H: 0.39 4.58 3.37
C: 0.28 -2.75 -2.47
C: -4.71 1.14 1.07
C: -5.09 2.11 0.17
H: 4.84 2.11 0.59
H: 1.34 -2.48 -2.50
H: -0.42 -1.12 -3.67
H: 0.51 -4.23 -1.05
C: 3.58 2.48 2.29
S: 2.80 -0.48 -1.37
H: -1.58 -3.97 0.11
H: 2.12 -0.43 -5.86
H: 2.96 -2.64 0.45
H: 3.53 3.61 -0.89
N: 1.08 -2.30 1.22
C: -4.19 2.50 -0.82
H: -3.30 -2.52 -0.98
H: -1.76 -4.39 -1.63
H: 1.55 4.78 -0.04
C: 0.96 -1.49 3.46
C: -2.96 1.89 -0.84
H: 0.80 0.48 -5.06
C: 3.08 -1.96 2.48
H: 0.35 -2.77 -0.31
C: 3.98 2.65 0.97
C: 0.36 -1.89 2.27
C: 2.16 0.34 -2.70
N: -2.58 0.94 0.03
C: -0.59 -1.52 -2.67
S: 1.35 1.82 -2.67
N: 0.00 -3.35 -1.13
H: 4.14 1.84 2.95
H: 2.82 -1.22 4.48
O: 2.31 -0.33 -3.87
H: -2.39 -2.36 -3.19
N: -2.01 -1.76 -2.46
C: -1.15 -1.87 2.11
H: 2.39 1.23 -5.25
N: -1.62 -0.65 2.09
H: -3.47 -1.49 1.51
C: 2.13 4.15 0.63
C: 3.25 3.49 0.15
H: 0.33 -1.14 4.27
N: 0.47 4.47 2.37
H: -1.92 -1.59 -0.41
H: 0.17 5.30 1.88
H: -0.27 -0.74 -1.97
H: 0.05 -3.51 -3.21
C: 2.41 -2.33 1.33
H: 2.13 2.97 3.80
C: 1.87 0.28 -5.08
C: -2.24 -2.34 -1.14
C: 1.70 3.96 1.94
H: -6.07 2.57 0.24
H: 4.16 -2.01 2.51
C: -3.05 -0.56 1.90
C: 2.33 -1.53 3.56
H: -5.38 0.81 1.86
H: -3.56 -0.39 2.86
C: -3.45 0.56 0.97

## Properties
LUMO = 0.00378 Eh
frontier orbital gap = 7.251 eV
DFT total energy = -60646.3369 eV
highest occupied orbital energy = -7.15 eV

These are the natural (NBO) partial charges, in e, on atoms 1 to 6:
1 C -0.318
2 H 0.198
3 H 0.219
4 O -0.767
5 Cs 0.905
6 C -0.260

=====

Entry 2:
Molecular formula: C2H9N5
Method: DFT, ωB97M-V with the def2-TZVPD basis set

Cartesian coordinates (Å):
H: -0.94 -3.61 0.05
H: 2.86 -0.45 -0.77
N: -0.73 -1.79 0.62
N: -0.04 0.95 -0.11
C: 1.04 0.15 -0.47
H: 0.59 2.73 -0.78
N: -0.69 -3.11 0.90
H: -1.26 -3.46 1.68
H: 2.54 1.26 -1.34
C: -0.24 2.21 -0.30
H: -2.08 2.06 0.20
H: -1.63 3.72 0.00
N: -1.44 2.70 -0.22
H: -0.63 0.28 0.36
N: 2.19 0.41 -0.93
H: 0.19 -3.58 1.11

## Properties
LUMO (spin up / spin down) = -0.36760 / -0.32588 Eh
frontier orbital gap (spin up / spin down) = 6.406 / 8.513 eV
DFT total energy = -9646.7311 eV
highest occupied orbital energy (spin up / spin down) = -16.41 / -17.38 eV
charge = +2

These are the natural (NBO) partial charges, in e, on atoms 1 to 6:
1 H 0.457
2 H 0.478
3 N -0.127
4 N -0.619
5 C 0.437
6 H 0.239

=====

Entry 3:
Molecular formula: C4H15NO4
Method: DFT, ωB97M-V with the def2-TZVPD basis set

Cartesian coordinates (Å):
C: -1.92 0.91 1.27
H: 0.19 -1.63 -3.81
C: -0.63 1.33 -0.82
H: 2.91 -0.27 -0.35
H: 0.74 -1.41 -2.43
O: 2.73 -0.09 2.79
N: -1.58 -1.59 -0.04
H: 3.04 0.77 2.55
O: 0.51 -1.34 0.47
C: -0.58 0.62 0.45
O: 2.45 0.54 -0.48
H: -2.42 -1.26 -0.28
H: 0.13 1.04 -1.51
H: -1.40 1.13 -1.54
H: 1.57 0.37 -0.20
H: 2.51 -0.56 2.00
H: 0.22 0.99 1.20
H: -1.77 1.01 2.37
H: -2.33 1.82 1.10
O: 0.97 -1.60 -3.30
H: -0.55 2.48 -0.76
H: -2.81 0.14 1.17
H: -1.45 -2.63 -0.17
C: -0.52 -0.77 0.33

## Properties
LUMO = 0.01864 Eh
frontier orbital gap = 10.947 eV
DFT total energy = -14070.3197 eV
highest occupied orbital energy = -10.44 eV

These are the natural (NBO) partial charges, in e, on atoms 1 to 6:
1 C -0.595
2 H 0.463
3 C -0.625
4 H 0.469
5 H 0.468
6 O -0.948

=====

Entry 4:
Molecular formula: F2N2O
Method: DFT, ωB97M-V with the def2-TZVPD basis set

Cartesian coordinates (Å):
N: -1.14 -0.69 0.04
F: 2.66 -0.01 0.05
N: -0.04 -0.23 0.03
O: 0.83 0.50 -0.12
F: -2.31 0.43 0.01

## Properties
LUMO (spin up / spin down) = -0.12341 / -0.12066 Eh
frontier orbital gap (spin up / spin down) = 9.454 / 8.701 eV
DFT total energy = -10453.8440 eV
highest occupied orbital energy (spin up / spin down) = -12.81 / -11.98 eV

Which charges does natural (NBO) predict for the atoms? In e, they are:
1 N 0.130
2 F -0.148
3 N 0.393
4 O -0.097
5 F -0.277